1.
# C10H14BClN6O4Pt

A structure of composition C10H14BClN6O4Pt at a distorted geometry (ωB97M-V/def2-TZVPD, the OMol25 dataset).

Geometry as XYZ:
```
37
Properties=species:S:1:pos:R:3
Pt -0.461 -0.566 0.680
Cl -0.406 0.508 4.285
O -0.221 -0.945 4.281
O -1.312 0.858 3.133
O 0.867 1.196 4.075
O -1.028 0.940 5.516
N -0.685 0.098 -2.187
N -1.315 -0.421 -1.087
N 0.608 1.761 -0.930
N 0.153 1.374 0.295
N 1.648 -0.416 -1.454
N 1.274 -1.002 -0.281
C 2.149 -1.977 0.041
C -2.541 -0.888 -1.441
C 0.879 3.083 -0.884
C 2.788 -1.010 -1.862
C 3.124 -2.012 -0.946
C 0.572 3.552 0.389
C -2.704 -0.610 -2.786
C 0.126 2.448 1.117
C -1.539 0.007 -3.218
C -1.306 -2.152 1.645
B 0.753 0.709 -2.070
H -1.289 -2.186 2.737
H 1.251 3.563 -1.773
H -2.071 -2.737 1.126
H -3.189 -1.363 -0.719
H 0.637 4.557 0.770
H -3.577 -0.825 -3.369
H -1.260 0.391 -4.181
H 3.955 -2.700 -0.975
H -0.182 2.347 2.139
H 3.249 -0.674 -2.777
H 1.984 -2.552 0.941
H 1.153 1.157 -3.110
H -1.771 -0.962 1.555
H -0.312 -2.551 1.323
```

Its multiplicity is 3. For the HOMO energy (alpha / beta), the calculation gives -0.317 / -0.340 Ha. The frontier orbital gap (alpha / beta) comes out at 0.321 / 0.266 Ha. The LUMO energy (alpha / beta) comes out at 0.12 / -1.99 eV.

Results of the Mulliken charge analysis, in e, for atoms 1 through 2:
1 Pt 1.16
2 Cl 1.74

2.
# C10H14BClN6O4Sn

A structure of composition C10H14BClN6O4Sn at a distorted geometry (ωB97M-V/def2-TZVPD, the OMol25 dataset).

Geometry as XYZ:
```
37
Properties=species:S:1:pos:R:3
Sn -0.103 0.206 1.215
Cl 1.204 0.324 4.195
O 1.943 -0.795 4.690
O -0.220 0.130 4.402
O 1.631 1.602 4.690
O 1.503 0.333 2.592
N -1.824 -0.333 -0.761
N 1.111 -0.916 -0.088
N 0.416 1.645 -1.299
N 0.385 1.723 0.064
N 1.016 -0.746 -1.441
N -1.373 -0.073 -2.040
C 0.717 2.960 0.505
C 2.641 -2.181 -1.033
C -3.557 -0.515 -2.176
C 0.835 2.840 -1.721
C 1.051 3.663 -0.634
C 2.049 -1.853 0.181
C -2.398 -0.219 -2.889
C -3.120 -0.556 -0.832
C -1.323 -1.933 2.202
C 1.951 -1.504 -2.028
B 0.139 0.351 -2.121
H 2.263 -2.145 1.204
H -1.965 -2.450 1.477
H -3.732 -0.678 0.064
H -2.271 -0.049 -3.958
H 2.078 -1.406 -3.084
H 1.379 4.673 -0.639
H 0.485 0.479 -3.245
H -0.249 -2.215 2.022
H 0.687 3.214 1.553
H 3.437 -2.871 -1.169
H -4.530 -0.693 -2.523
H 0.980 2.985 -2.762
H -1.727 -0.908 2.123
H -1.507 -2.087 3.263
```

Its net charge is +2. The value obtained for the relative energy (zero: lowest compared OMol25 entry of this formula, charge and spin) is 0.000 eV. For the HOMO energy (alpha / beta), the calculation gives -0.591 / -0.591 Ha. The frontier orbital gap (alpha / beta) comes out at 0.177 / 0.177 Ha. The LUMO energy (alpha / beta) comes out at -11.25 / -11.25 eV.

Results of the Mulliken charge analysis, in e, for atoms 1 through 2:
1 Sn 0.87
2 Cl 1.68

3.
# C10H14BF5N6OPtTe

A structure of composition C10H14BF5N6OPtTe at a distorted geometry (ωB97M-V/def2-TZVPD, the OMol25 dataset).

Geometry as XYZ:
```
39
Properties=species:S:1:pos:R:3
Pt -0.048 -1.627 1.216
Te 1.491 -0.479 4.504
F 1.771 0.852 5.843
F 3.407 -0.626 4.349
F 1.443 -1.744 5.953
F -0.369 -0.111 4.780
F 1.574 0.960 3.218
O 1.182 -1.741 3.144
N -1.367 2.361 -0.910
N -0.898 -1.086 -1.763
N -0.918 -1.777 -0.557
N 1.154 0.008 -1.146
N 1.299 -0.597 0.105
N -0.810 1.834 -2.099
C -1.571 -2.948 -0.758
C -1.744 -0.266 1.633
C 3.319 0.034 -0.593
C -1.844 3.562 -1.154
C 2.593 -0.423 0.497
C -1.237 -1.994 -2.723
C -1.693 -3.156 -2.114
C 2.407 0.258 -1.611
C -1.638 3.898 -2.518
C -0.964 2.789 -3.070
B -0.124 0.261 -2.047
H -0.652 2.654 -4.103
H -2.280 4.106 -0.320
H 2.607 0.606 -2.605
H 2.897 -0.612 1.513
H 4.376 0.210 -0.620
H -2.005 -4.061 -2.605
H -0.838 -0.273 0.938
H -1.746 -3.616 0.056
H -1.950 4.830 -2.956
H -2.569 -0.320 0.943
H -1.822 -0.939 2.493
H -1.064 -1.779 -3.758
H -1.636 0.747 2.041
H 0.268 0.205 -3.197
```

Its net charge is +2. The value obtained for the relative energy (zero: lowest compared OMol25 entry of this formula, charge and spin) is 0.426 eV. Its multiplicity is 3. For the HOMO energy (alpha / beta), the calculation gives -0.616 / -0.614 Ha. The frontier orbital gap (alpha / beta) comes out at 0.256 / 0.222 Ha. The LUMO energy (alpha / beta) comes out at -9.78 / -10.68 eV.

Results of the Mulliken charge analysis, in e, for atoms 1 through 2:
1 Pt 1.91
2 Te 2.09

4.
# C10H14BN7O2Zr

A structure of composition C10H14BN7O2Zr at a distorted geometry (ωB97M-V/def2-TZVPD, the OMol25 dataset).

Geometry as XYZ:
```
35
Properties=species:S:1:pos:R:3
Zr 0.493 0.087 1.265
O 1.770 0.806 4.994
O 1.506 0.442 2.854
N 0.990 0.369 4.213
N 1.421 -1.086 -0.182
N -1.466 -0.207 0.015
N 0.515 1.754 -1.361
N 0.578 1.833 0.027
N 1.217 -0.770 -1.532
N -1.215 -0.050 -1.332
C 0.792 3.139 0.357
C 0.713 2.984 -1.867
C -2.344 -0.252 -2.011
C -1.404 -1.691 3.058
C 0.896 3.895 -0.813
C 2.579 -2.544 -1.437
C 2.239 -2.175 -0.141
C -2.777 -0.530 0.144
C 1.902 -1.650 -2.274
C -3.373 -0.559 -1.118
B 0.190 0.346 -1.961
H 1.096 4.950 -0.860
H -0.478 -1.607 2.448
H 0.092 0.388 -3.163
H -3.224 -0.755 1.098
H 0.884 3.427 1.386
H -1.151 -2.162 4.007
H -4.399 -0.779 -1.354
H 3.224 -3.354 -1.714
H -1.890 -0.754 3.321
H 0.715 3.168 -2.923
H -2.307 -0.151 -3.085
H 1.857 -1.618 -3.351
H 2.507 -2.629 0.794
H -2.144 -2.263 2.497
```

Its net charge is +2. The value obtained for the relative energy (zero: lowest compared OMol25 entry of this formula, charge and spin) is 0.000 eV. For the HOMO energy, the calculation gives -0.592 Ha. The frontier orbital gap comes out at 0.281 Ha. The LUMO energy comes out at -8.45 eV.

Results of the Mulliken charge analysis, in e, for atoms 1 through 2:
1 Zr 2.26
2 O -0.18

5.
# C10H14BrN2S

The ion C10H14BrN2S with charge +1 at a distorted geometry (ωB97M-V/def2-TZVPD, the OMol25 dataset).

Geometry as XYZ:
```
28
Properties=species:S:1:pos:R:3
Br -1.884 1.972 -0.881
S 4.811 0.033 -0.272
N -3.573 -0.214 0.226
N -1.025 -0.587 -0.309
C 5.355 1.119 1.224
C -2.084 0.229 -0.379
C -3.720 -1.603 0.604
C 1.170 -1.008 -1.358
C 2.549 -0.862 -1.317
C 3.079 0.100 -0.517
C -4.611 0.519 -0.268
C 2.234 0.992 0.157
C 0.865 0.829 0.251
C 0.385 -0.267 -0.483
H -2.851 -2.014 1.044
H -4.145 1.358 -0.817
H 5.070 2.068 1.046
H -4.510 -1.742 1.340
H 2.690 1.653 0.878
H -5.344 0.051 -1.044
H 0.404 1.466 0.886
H 4.825 0.825 2.098
H -1.196 -1.506 0.114
H 3.394 -1.464 -1.854
H 0.670 -1.852 -1.832
H 6.455 1.251 1.229
H -5.054 0.890 0.576
H -3.959 -2.236 -0.342
```

The SMILES is CSc1ccc(NC(Br)=[N+](C)C)cc1. Its net charge is +1. The value obtained for the relative energy (zero: lowest compared OMol25 entry of this formula, charge and spin) is 1.543 eV. For the HOMO energy, the calculation gives -0.410 Ha. The frontier orbital gap comes out at 0.253 Ha. The LUMO energy comes out at -4.27 eV.

Results of the Mulliken charge analysis, in e, for atoms 1 through 2:
1 Br 0.05
2 S -0.09

6.
# C10H14Cl2N3O2

A cluster of 4 separate species, C10H14Cl2N3O2 in total at a distorted geometry (ωB97M-V/def2-TZVPD, the OMol25 dataset).

Geometry as XYZ:
```
31
Properties=species:S:1:pos:R:3
Cl -2.825 -0.637 -0.799
Cl -1.032 3.001 -0.868
O -4.118 0.236 1.865
O -4.982 1.980 0.873
N -0.380 -1.869 -1.789
N 1.368 0.699 3.325
N 4.626 -1.111 -3.189
C -4.109 1.105 0.949
C 1.846 1.727 3.189
C 2.458 3.058 3.014
C -0.328 -2.638 -0.947
C 2.201 -1.923 -3.760
C -0.260 -3.618 0.152
C 3.568 -1.465 -3.438
C -2.981 1.058 -0.162
C -0.461 0.737 0.542
C -1.648 1.715 0.309
H 0.182 -3.153 1.033
H 1.960 -1.671 -4.792
H 1.481 -1.443 -3.099
H 2.110 3.505 2.083
H 0.461 1.358 0.671
H -3.388 1.665 -1.001
H -1.821 2.236 1.277
H 2.133 -3.003 -3.633
H -0.252 0.058 -0.303
H 0.350 -4.469 -0.148
H -1.263 -3.966 0.398
H 3.543 2.965 2.981
H -0.605 0.212 1.513
H 2.181 3.705 3.846
```

Its net charge is -1. For the HOMO energy, the calculation gives -0.156 Ha. The frontier orbital gap comes out at 0.248 Ha. The LUMO energy comes out at 2.50 eV.

Results of the Mulliken charge analysis, in e, for atoms 1 through 2:
1 Cl -0.25
2 Cl -0.27

7.
# C10H14Cl3Ge2O5ScSe

A structure of composition C10H14Cl3Ge2O5ScSe (ωB97M-V/def2-TZVPD, the OMol25 dataset).

Geometry as XYZ:
```
36
Properties=species:S:1:pos:R:3
Se 0.685 -2.720 -1.523
Ge 3.266 -2.695 -3.593
Ge 0.552 2.663 -2.768
Sc 0.730 -0.190 -0.587
Cl -0.930 0.650 -2.148
Cl 1.691 1.589 -4.277
Cl 1.964 1.888 -0.868
O -0.004 -1.051 4.331
O 2.481 -1.067 0.357
O 4.240 -2.316 2.487
O 0.119 -0.369 1.372
O 2.627 -2.279 4.993
C -0.780 -2.934 -2.785
C 4.339 -3.475 -2.173
C 4.235 -1.416 -4.689
C 0.918 -1.230 3.593
C 2.258 -1.271 1.582
C 0.990 -0.896 2.135
C 1.854 -1.606 -2.646
C 2.296 -4.025 -4.632
C 3.134 -1.891 2.632
C 2.288 -1.871 3.931
H 1.233 -1.056 -3.352
H 1.622 -3.549 -5.345
H -0.425 -3.551 -3.605
H -1.573 -3.450 -2.249
H 3.574 -0.955 -5.423
H 2.447 -0.906 -2.038
H 1.722 -4.686 -3.980
H 5.040 -1.919 -5.225
H 5.159 -4.052 -2.600
H -1.125 -1.968 -3.139
H 2.993 -4.647 -5.193
H 4.763 -2.701 -1.533
H 3.741 -4.148 -1.557
H 4.676 -0.633 -4.074
```

Its net charge is +1. The value obtained for the relative energy (zero: lowest compared OMol25 entry of this formula, charge and spin) is 0.000 eV. Its multiplicity is 2. For the HOMO energy (alpha / beta), the calculation gives -0.469 / -0.467 Ha. The frontier orbital gap (alpha / beta) comes out at 0.304 / 0.224 Ha. The LUMO energy (alpha / beta) comes out at -4.49 / -6.61 eV.

Results of the Mulliken charge analysis, in e, for atoms 1 through 2:
1 Se 0.20
2 Ge 0.54